The following is a DFT calculation (ωB97M-V with the def2-TZVPD basis set) of a molecular structure, C25H44AsCoN2O3Si4.

```
80
C25H44AsCoN2O3Si4, DFT ωB97M-V with the def2-TZVPD basis set
Co 0.914 0.324 -0.152
N 2.339 -1.018 0.906
C 3.377 -1.416 -0.055
C 3.538 -0.386 -1.169
O 4.448 -0.517 -1.977
N 2.591 0.565 -1.148
C 2.563 1.531 -2.220
C 1.106 1.784 -2.616
O 0.846 2.334 -3.673
O 0.232 1.376 -1.747
H 2.733 -0.369 1.580
H 2.029 -1.822 1.440
H 3.090 -2.356 -0.529
H 4.353 -1.563 0.409
H 3.131 1.192 -3.084
H 2.968 2.497 -1.900
C -4.067 -0.812 -1.925
Si -2.479 0.235 -2.025
C -2.095 0.403 -3.857
C -2.824 1.871 -1.157
As -0.909 -1.092 -0.791
Si -0.176 -2.783 -2.273
C 0.668 -4.094 -1.187
C 1.042 -2.010 -3.481
C -1.598 -3.619 -3.197
Si -2.102 -2.235 0.917
C -3.277 -3.619 0.384
C -3.078 -0.900 1.832
C -0.834 -2.987 2.107
H -4.869 -0.337 -2.495
H -4.416 -0.933 -0.897
H -3.904 -1.807 -2.346
H -2.999 0.703 -4.392
H -1.756 -0.545 -4.282
H -1.325 1.153 -4.033
H -3.598 2.425 -1.693
H -1.922 2.482 -1.136
H -3.167 1.718 -0.130
H 1.119 -3.629 -0.308
H 1.453 -4.620 -1.733
H -0.056 -4.836 -0.840
H 1.997 -1.789 -2.997
H 0.651 -1.064 -3.865
H 1.243 -2.661 -4.333
H -2.462 -3.779 -2.549
H -1.273 -4.594 -3.567
H -1.926 -3.026 -4.052
H -4.182 -3.216 -0.073
H -3.569 -4.198 1.262
H -2.818 -4.305 -0.330
H -3.651 -0.299 1.122
H -2.399 -0.229 2.362
H -3.777 -1.322 2.556
H -0.396 -3.899 1.698
H -1.297 -3.240 3.063
H -0.027 -2.275 2.305
C 3.041 0.292 5.166
C 1.687 -0.010 5.123
C 0.914 0.416 4.053
C 1.461 1.176 3.018
C 2.831 1.454 3.071
C 3.613 1.020 4.132
Si 0.335 1.720 1.584
C 0.428 3.580 1.288
C 1.645 4.261 1.202
C 1.689 5.634 1.023
C 0.508 6.352 0.903
C -0.710 5.689 0.960
C -0.749 4.317 1.149
H 3.645 -0.041 5.999
H 1.234 -0.576 5.927
H -0.140 0.159 4.023
H 3.310 2.013 2.276
H 4.671 1.249 4.153
H -1.036 1.559 2.166
H 2.575 3.712 1.273
H 2.643 6.143 0.972
H 0.536 7.424 0.760
H -1.629 6.253 0.854
H -1.706 3.810 1.197
```

The value obtained for the frontier orbital gap (alpha / beta) is 7.9443 / 6.7172 eV. The calculation puts the molecular weight at 666.837 g/mol. The value obtained for the largest force on an atom is 0.0664 Eh/bohr. The value obtained for the HOMO energy (alpha / beta) is -8.29 / -8.30 eV. As for the charge: 0. The LUMO energy (alpha / beta) comes out at -0.35 / -1.59 eV.


The following is a DFT calculation (ωB97M-V with the def2-TZVPD basis set) of 11 unconnected molecules or ions with the total composition C5H34N2O10.

```
51
C5H34N2O10, DFT ωB97M-V with the def2-TZVPD basis set
C -1.642 2.109 1.819
C -0.335 1.529 1.279
N -0.151 0.127 1.735
C 0.436 0.089 3.095
C 0.711 -0.633 0.787
C -0.155 -1.220 -0.347
N 0.618 -1.244 -1.607
H -2.521 1.576 1.402
H -1.752 3.160 1.588
H -1.716 1.989 2.909
H -0.344 1.550 0.173
H 0.494 2.152 1.570
H 1.456 0.474 3.112
H -0.184 0.688 3.776
H 0.449 -0.966 3.431
H 1.203 -1.441 1.313
H 1.511 -0.007 0.361
H -1.049 -0.562 -0.530
H -0.487 -2.187 -0.061
H 1.518 -1.755 -1.478
H 0.066 -1.684 -2.359
O 3.441 1.858 1.334
H 4.085 2.545 1.532
H 2.846 2.212 0.592
O 0.581 1.489 -2.262
H 0.873 0.541 -2.117
H -0.384 1.409 -2.278
O -1.967 -1.625 -3.183
H -2.717 -1.908 -2.688
H -1.924 -0.637 -3.064
O 1.983 3.000 -0.589
H 2.489 3.474 -1.261
H 1.381 2.425 -1.118
O -3.279 -2.557 -0.473
H -2.483 -3.047 -0.798
H -3.022 -2.118 0.342
O 4.288 -0.715 1.379
H 3.932 0.178 1.308
H 5.223 -0.632 1.562
O -2.116 0.969 -2.437
H -2.526 1.664 -2.960
H -2.703 0.735 -1.654
O -3.809 0.206 -0.561
H -3.390 0.018 0.303
H -4.037 -0.681 -0.877
O 3.819 -2.482 -0.616
H 4.064 -3.302 -0.225
H 3.999 -1.796 0.068
O -2.640 -0.925 1.604
H -1.684 -0.546 1.695
H -3.049 -0.928 2.445
```

The value obtained for the frontier orbital gap is 9.9377 eV. The calculation puts the molecular weight at 282.331 g/mol. The value obtained for the largest force on an atom is 0.0404 Eh/bohr. The value obtained for the HOMO energy is -9.48 eV. The SMILES is CCN(C)CCN.O.O.O.O.O.O.O.O.O.O. As for the charge: 0. The LUMO energy comes out at 0.46 eV.


The following is a DFT calculation (ωB97M-V with the def2-TZVPD basis set) of CH2Cl2FPS in the gas phase.

```
8
CH2Cl2FPS, DFT ωB97M-V with the def2-TZVPD basis set
F 1.133 -0.071 1.425
C -0.108 0.010 1.001
P 0.092 -0.277 -0.913
S 0.191 -2.019 -1.613
Cl 1.498 1.048 -1.295
Cl -1.793 1.074 -1.317
H -0.523 -0.749 1.613
H -0.490 0.985 1.098
```

The value obtained for the frontier orbital gap is 9.3717 eV. The calculation puts the molecular weight at 166.972 g/mol. The value obtained for the largest force on an atom is 0.0769 Eh/bohr. The value obtained for the HOMO energy is -10.21 eV. The SMILES is FCP(=S)(Cl)Cl. As for the charge: 0. The LUMO energy comes out at -0.84 eV.


The following is a DFT calculation (ωB97M-V with the def2-TZVPD basis set) of 2 unconnected molecules or ions with the total composition BrFHP.

```
4
BrFHP, DFT ωB97M-V with the def2-TZVPD basis set
F -0.273 -1.207 -0.872
P -0.608 -0.319 0.502
Br 1.389 -0.159 1.260
H -0.507 1.685 -0.890
```

The value obtained for the frontier orbital gap (alpha / beta) is 7.9219 / 8.8141 eV. The calculation puts the molecular weight at 130.884 g/mol. The value obtained for the largest force on an atom is 0.0614 Eh/bohr. The value obtained for the HOMO energy (alpha / beta) is -8.87 / -10.07 eV. As for the charge: 0. The LUMO energy (alpha / beta) comes out at -0.95 / -1.26 eV.


In the order shown, the computed ΔE to the lowest compared entry with this formula, charge and spin values come out to 9.5 6.9 16.8 65.2 kcal per mole.